[1]
This record from the OMol25 dataset describes a 8-piece molecular cluster, C32H88N8O8 overall in a non-equilibrium geometry. The level of theory is the ωB97M-V functional and the def2-TZVPD basis.

Energy relative to the best compared isomer or geometry (same formula, charge and spin)   43.4 kcal per mole
Orbital gap   9.027 eV
SMILES   COC[C@H](C)N.COC[C@H](C)N.COC[C@H](C)N.COC[C@H](C)N.COC[C@H](C)N.COC[C@H](C)N.COC[C@H](C)N.COC[C@H](C)N

Element x y z (Å)
C  -4.3524  -5.0027  -1.1456
O  -5.1163  -6.1173  -0.7459
C  -5.5782  -7.0308  -1.7135
C  -4.5168  -7.6512  -2.5902
C  -5.0140  -8.7327  -3.5209
N  -3.4902  -8.2443  -1.7013
H  -4.4427  -4.2168  -0.3973
H  -4.6137  -4.6601  -2.1503
H  -3.2756  -5.2277  -1.1625
H  -6.0227  -7.7872  -1.0579
H  -6.4191  -6.7134  -2.3494
H  -4.0401  -6.8484  -3.1749
H  -5.2619  -9.6782  -3.0282
H  -4.3137  -9.0985  -4.2761
H  -5.9252  -8.4063  -4.0322
H  -2.7566  -8.6352  -2.2870
H  -3.0678  -7.4291  -1.2590
C  -3.3812  1.6169  -0.3910
O  -2.3269  0.6706  -0.4611
C  -2.4322  -0.3393  0.5182
C  -1.2127  -1.2290  0.4434
C  -1.4191  -2.5876  1.1038
N  -0.1107  -0.5324  1.1546
H  -4.3472  1.1095  -0.2746
H  -3.4276  2.2910  -1.2392
H  -3.1859  2.1720  0.5372
H  -2.7637  0.0692  1.4821
H  -3.3436  -0.9299  0.3176
H  -0.8979  -1.4764  -0.5755
H  -1.4974  -2.4454  2.1847
H  -0.5648  -3.2446  0.9418
H  -2.3274  -3.0611  0.7263
H  0.8144  -0.9425  1.0717
H  0.0177  0.3113  0.5875
C  -5.6559  6.1381  -0.4026
O  -4.2686  6.3005  -0.2506
C  -3.4999  6.5586  -1.3927
C  -2.0521  6.5745  -0.9177
C  -1.0776  7.0461  -2.0093
N  -1.6690  5.2093  -0.5129
H  -5.8335  5.2652  -1.0436
H  -6.1266  6.9936  -0.8956
H  -6.1514  5.9412  0.5431
H  -3.4644  5.7113  -2.1037
H  -3.8621  7.4358  -1.9354
H  -2.0610  7.2778  -0.0737
H  -1.2827  6.5392  -2.9513
H  -0.0828  6.9147  -1.5904
H  -1.2554  8.1043  -2.2233
H  -0.8483  5.2631  0.0872
H  -2.4314  4.9743  0.1266
C  2.7851  5.2185  -4.8820
O  1.7669  4.2627  -4.7225
C  1.3365  4.1687  -3.3729
C  0.3965  3.0108  -3.1772
C  -0.9053  3.1823  -3.9359
N  0.1928  2.7266  -1.7441
H  2.3911  6.2391  -4.8267
H  3.2120  5.0759  -5.8723
H  3.5772  5.1285  -4.1322
H  2.2302  4.0269  -2.7540
H  0.8830  5.1154  -3.0595
H  0.8410  2.1051  -3.6089
H  -1.3977  2.2085  -4.0246
H  -0.7483  3.4429  -4.9885
H  -1.5758  3.9355  -3.5183
H  -0.4873  1.9647  -1.7350
H  -0.3966  3.5064  -1.4138
C  -0.0362  6.4995  2.6858
O  -0.6494  5.2345  2.5180
C  0.3079  4.2024  2.7687
C  -0.4117  2.8361  2.7223
C  -1.4652  2.7818  3.8274
N  0.5154  1.7358  2.9400
H  0.8227  6.6413  2.0171
H  0.3164  6.7220  3.6944
H  -0.7998  7.1982  2.3406
H  1.0681  4.2687  1.9852
H  0.7927  4.3552  3.7388
H  -0.9208  2.9250  1.7485
H  -1.0457  2.7481  4.8300
H  -2.0131  1.8472  3.6588
H  -2.2082  3.5751  3.7390
H  -0.0209  0.8914  2.7317
H  1.2845  1.6851  2.2587
C  6.6651  -2.2278  0.5425
O  5.5347  -2.7531  1.1757
C  5.1516  -2.0459  2.3772
C  3.8375  -2.6677  2.8227
C  2.8149  -2.6335  1.7171
N  3.3118  -2.0030  4.0221
H  6.9082  -2.9015  -0.2834
H  7.5296  -2.1766  1.2096
H  6.4752  -1.2776  0.0270
H  5.9897  -2.1174  3.0686
H  4.9677  -1.0309  2.0090
H  4.0111  -3.6996  3.1391
H  3.1067  -3.0603  0.7533
H  2.5723  -1.6105  1.4049
H  1.8885  -3.1114  2.0407
H  3.0428  -1.0355  3.8736
H  2.4555  -2.4916  4.2598
C  3.4116  6.2210  -0.6022
O  3.1643  5.0577  0.1349
C  3.9259  3.9354  -0.2479
C  3.5821  2.7440  0.6688
C  4.5360  1.5836  0.4615
N  2.1905  2.2928  0.4241
H  4.3862  6.7009  -0.4703
H  2.6237  6.9373  -0.3581
H  3.2539  5.9816  -1.6660
H  3.7241  3.6279  -1.2772
H  4.9863  4.1615  -0.0825
H  3.5175  3.1309  1.6892
H  4.2402  0.7601  1.1136
H  5.4795  1.9491  0.8808
H  4.5888  1.1816  -0.5471
H  1.6402  3.1379  0.5600
H  1.9831  2.0939  -0.5531
C  2.5456  -9.8291  1.1793
O  1.5951  -9.0981  1.9300
C  0.7269  -8.3201  1.1810
C  0.3267  -7.0426  1.9678
C  -0.9074  -6.4710  1.2615
N  1.3850  -6.0330  1.9298
H  1.9852  -10.5388  0.5592
H  3.2463  -10.4165  1.7691
H  3.1371  -9.1232  0.5870
H  1.0999  -7.9997  0.1977
H  -0.2258  -8.8085  0.9207
H  0.0442  -7.3510  2.9716
H  -1.1169  -5.4337  1.5221
H  -1.7146  -7.0909  1.6621
H  -0.9614  -6.4555  0.1698
H  2.1781  -6.3351  2.4916
H  1.7573  -5.9921  0.9852

Forces on the atoms, in the same order (eV/Å):
C 0.519 -0.266 -0.351
O 0.014 0.526 0.062
C -0.787 -0.992 0.344
C 1.290 -0.458 0.233
C -0.937 -0.577 -0.402
N 0.092 0.689 -0.181
H -0.425 0.042 -0.104
H -0.194 0.248 0.120
H -0.016 -0.196 -0.108
H 0.135 -0.323 -0.334
H 0.236 0.780 0.092
H -0.300 -0.016 -0.206
H -0.165 0.364 0.591
H 0.286 0.704 -0.045
H 0.126 -0.029 -0.140
H -0.019 -0.060 0.062
H 0.182 -0.428 0.405
C 0.163 -0.379 1.396
O 0.200 0.305 -0.776
C -1.532 -0.508 -0.852
C 1.287 -0.789 1.248
C -0.300 0.328 0.436
N -0.270 0.934 -1.047
H -0.006 0.007 -0.163
H 0.417 -0.137 -0.196
H -0.423 0.407 -0.180
H 1.196 0.204 0.404
H 0.170 -0.309 -0.543
H -0.577 0.580 -0.355
H -0.172 -0.102 0.003
H 0.011 0.036 -0.149
H 0.068 -0.141 0.045
H -0.342 -0.698 -0.032
H 0.038 0.255 0.505
C 0.013 -0.527 -1.162
O -0.175 0.076 0.943
C 0.558 -1.127 -0.475
C 0.302 0.817 -0.543
C -1.134 0.617 0.654
N -0.877 0.481 0.332
H -0.183 -0.015 -0.036
H 0.047 0.179 0.099
H 0.358 0.188 0.256
H -0.773 -0.023 0.015
H 0.290 0.286 0.146
H 0.400 -0.033 0.049
H 0.460 -0.429 0.084
H 0.270 -0.075 -0.555
H 0.222 0.051 0.156
H -0.082 0.032 0.030
H 0.351 -0.535 0.058
C -0.139 0.191 -0.248
O -0.159 -0.242 0.192
C 0.737 0.225 0.063
C -0.227 -0.718 -0.437
C -0.323 -0.177 -0.944
N -0.885 0.632 -0.504
H -0.066 0.062 0.068
H 0.042 -0.016 -0.011
H 0.023 -0.183 0.061
H -0.078 -0.081 0.186
H -0.200 0.070 0.052
H 0.399 0.241 0.042
H -0.284 0.137 0.450
H 0.309 0.232 0.137
H 0.015 -0.109 0.253
H 0.221 -0.182 0.278
H 0.324 -0.169 0.217
C -0.542 0.263 -0.992
O 0.850 -0.109 0.525
C -0.300 -0.498 0.026
C 0.561 1.725 0.679
C -0.641 -0.574 -0.757
N -0.139 -0.265 -0.372
H 0.108 -0.271 -0.054
H -0.289 -0.189 0.207
H 0.110 0.302 0.416
H 0.228 -0.038 0.066
H -0.003 -0.009 0.075
H -0.101 -0.757 -0.162
H 0.219 0.102 -0.053
H -0.047 -0.038 0.303
H 0.185 0.151 0.041
H 0.307 -0.042 0.324
H -0.523 0.455 0.096
C 0.040 -0.348 -0.714
O -0.160 -0.233 0.440
C -0.036 -0.467 -1.784
C 0.002 0.380 0.487
C -0.589 0.120 -1.222
N 0.206 -0.197 0.281
H 0.076 -0.194 0.218
H 0.023 0.235 0.036
H -0.031 0.313 0.515
H -0.242 0.228 0.442
H 0.090 0.352 0.734
H 0.161 -0.041 -0.230
H 0.276 -0.488 0.350
H 0.151 0.214 0.529
H 0.024 -0.038 -0.011
H 0.092 -0.016 -0.290
H 0.014 0.122 0.231
C -0.853 -0.017 -1.009
O -0.172 -0.186 0.551
C 0.570 -0.426 1.012
C -1.687 0.004 -1.326
C 0.191 0.468 1.572
N 0.191 0.525 0.125
H 0.117 -0.335 0.226
H 0.157 0.014 0.226
H 0.332 0.237 -0.023
H 0.152 0.206 -0.213
H 0.153 0.071 -0.428
H 0.715 -0.236 0.140
H -0.163 0.025 -0.064
H 0.398 -0.457 -0.637
H 0.149 0.382 -0.181
H -0.319 -0.235 -0.001
H 0.306 -0.089 -0.029
C -0.568 0.082 -0.653
O 0.821 -0.324 0.791
C -1.381 0.928 -0.028
C 0.401 0.012 -2.194
C -0.860 -0.079 0.880
N 0.502 -0.143 0.729
H 0.363 0.054 -0.364
H -0.315 0.258 0.610
H -0.039 -0.221 -0.294
H 0.549 -0.027 0.151
H 0.204 -0.631 0.261
H 0.281 0.330 0.207
H 0.172 -0.075 0.447
H -0.443 0.251 -0.520
H 0.533 -0.545 -0.046
H -0.105 0.014 0.057
H -0.153 0.133 -0.042

Results of the Mulliken charge analysis, in e, for atoms 1 through 99: C -0.544; O -0.359; C -0.833; C 0.917; C -1.567; N -0.701; H 0.207; H 0.354; H 0.130; H 0.353; H 0.333; H 0.186; H 0.385; H 0.384; H 0.364; H 0.267; H 0.121; C -0.769; O -0.249; C -0.807; C 0.898; C -1.425; N -0.148; H 0.429; H 0.141; H 0.255; H 0.338; H 0.423; H 0.237; H 0.271; H 0.380; H 0.116; H -0.004; H 0.024; C -0.803; O -0.256; C -1.094; C 0.595; C -1.232; N -0.015; H 0.323; H 0.305; H 0.242; H 0.293; H 0.502; H 0.195; H 0.270; H 0.094; H 0.510; H -0.248; H 0.241; C -0.666; O -0.439; C 0.900; C 0.360; C -1.459; N 0.277; H 0.277; H 0.276; H 0.233; H -0.668; H -0.068; H 0.384; H 0.395; H 0.415; H 0.132; H 0.082; H -0.340; C -0.676; O -0.311; C -0.281; C 1.438; C -1.769; N -0.698; H 0.161; H 0.317; H 0.259; H -0.138; H 0.483; H -0.269; H 0.332; H 0.453; H 0.365; H 0.394; H 0.198; C -0.693; O -0.292; C -0.182; C 0.292; C -0.522; N -0.758; H 0.255; H 0.304; H 0.206; H 0.525; H -0.277; H 0.252; H 0.400; H -0.483

---

[2]
This record from the OMol25 dataset describes C9H9IO2S as an isolated structure in a non-equilibrium geometry. The level of theory is the ωB97M-V functional and the def2-TZVPD basis.

Energy relative to the best compared isomer or geometry (same formula, charge and spin)   98.5 kcal per mole
Orbital gap (alpha / beta)   7.536 / 7.575 eV

Element x y z (Å)
C  2.6965  -1.7222  0.4611
C  1.8444  -1.9226  1.4815
C  2.3337  -1.1881  -0.7617
C  0.5350  -1.4083  1.2933
C  1.0446  -0.6797  -0.9101
C  0.1559  -0.8773  0.0893
C  -1.2657  2.5498  -1.6936
C  -1.6522  2.5480  -0.3473
C  -1.7729  1.3104  0.4102
O  -2.0462  -0.4660  -1.5100
O  -2.3651  -1.2426  0.8166
S  -1.5962  -0.4057  -0.1170
I  -2.9880  1.3305  2.1764
H  3.6790  -2.2337  0.6533
H  2.3865  -2.3324  2.3275
H  2.9692  -0.9081  -1.5985
H  -0.1987  -1.7103  2.0611
H  0.6827  -0.0268  -1.6737
H  -1.5208  3.3711  -2.3843
H  -1.0342  1.5873  -2.1861
H  -2.0040  3.4835  0.2325
H  0.1164  0.9432  1.1797

Forces on the atoms, in the same order (eV/Å):
C 2.963 -1.788 -1.431
C -1.374 1.573 0.064
C -0.624 1.813 -0.881
C 0.037 -2.848 2.358
C 0.688 0.042 -0.244
C -1.613 0.151 0.973
C -1.462 -0.372 1.379
C -0.178 0.198 -1.292
C 1.496 0.253 1.893
O 1.332 0.213 1.107
O 1.584 1.161 -0.975
S -2.130 -1.530 -0.522
I 0.401 0.506 -0.599
H -0.618 1.062 -0.817
H -1.338 -0.123 0.578
H 0.536 -0.650 0.424
H 0.133 0.780 -0.505
H 0.373 -0.152 -1.130
H 0.652 -0.145 0.771
H -0.075 0.691 0.428
H 0.654 -1.609 -1.301
H -1.438 0.772 -0.277

Want to see where the charge sits? The natural (NBO) charges in e are: C -0.190; C -0.211; C -0.202; C -0.185; C -0.199; C -0.296; C -0.329; C -0.323; C -0.500; O -0.924; O -0.926; S 2.088; I 0.248; H 0.217; H 0.235; H 0.229; H 0.256; H 0.232; H 0.215; H 0.213; H 0.247; H 0.103

---

[3]
This record from the OMol25 dataset describes C3H6N2O2 in the gas phase in a non-equilibrium geometry. The level of theory is the ωB97M-V functional and the def2-TZVPD basis.

Energy relative to the best compared isomer or geometry (same formula, charge and spin)   139.4 kcal per mole
Orbital gap   9.699 eV
SMILES   C[C@@H]1ON=CNO1

Element x y z (Å)
C  1.4179  0.9430  -1.0281
C  0.6022  -0.0182  -0.2298
O  -0.3533  -0.2484  -1.1725
N  -1.4174  -1.0297  -0.6889
C  -1.6115  -1.0610  0.5512
N  -0.8770  -0.3560  1.5546
O  -0.0396  0.5656  0.9283
H  1.6627  0.5263  -2.0306
H  0.9160  2.0332  -0.8847
H  2.4185  0.9554  -0.3596
H  1.0645  -0.9300  0.0767
H  -2.3950  -1.6827  1.0507
H  -1.3878  0.3024  2.2328

Forces on the atoms, in the same order (eV/Å):
C 2.963 2.426 3.658
C -1.212 1.022 -0.056
O -2.477 -1.428 -0.384
N -0.322 -0.826 -1.033
C -0.635 0.771 2.925
N -0.721 0.338 0.326
O 1.854 1.382 -1.005
H -0.512 0.739 0.778
H 1.245 -2.685 -1.002
H -1.686 0.537 -1.898
H 0.567 -0.770 0.298
H 0.537 0.387 -1.127
H 0.398 -1.892 -1.480

Want to see where the charge sits? The natural (NBO) charges in e are: C -0.635; C 0.318; O -0.373; N -0.167; C 0.155; N -0.354; O -0.410; H 0.253; H 0.248; H 0.206; H 0.160; H 0.202; H 0.397

---

[4]
This record from the OMol25 dataset describes C10H12AsAuN2O7SSe as an isolated structure in a non-equilibrium geometry. The level of theory is the ωB97M-V functional and the def2-TZVPD basis.

Orbital gap (alpha / beta)   6.123 / 5.721 eV
Spin multiplicity   3

Element x y z (Å)
Au  7.8486  9.4457  3.4056
O  10.4624  10.8505  4.5897
As  10.0346  11.9975  3.2507
O  11.3704  12.7713  2.6763
O  8.7651  10.9338  2.4178
C  8.7999  13.1623  4.2402
C  9.1843  14.5266  4.4989
C  8.2430  15.5534  4.7258
C  6.8723  15.2833  4.9731
C  6.4342  13.9422  4.9219
C  7.4746  13.0754  4.2219
S  8.0593  10.5884  6.6567
O  6.6363  10.8107  6.6134
O  8.9702  11.6798  6.6258
O  8.6353  9.2678  6.6521
H  10.8020  11.4556  5.2745
H  10.2159  14.7445  4.3553
H  8.5812  16.5651  4.5199
H  6.1332  16.0277  5.3353
H  6.1405  13.5578  5.8779
Se  4.0915  14.1080  3.1639
C  5.5671  13.2405  3.8338
N  6.5916  12.4021  3.3292
C  8.1196  4.7576  3.8307
N  8.1777  6.2124  3.9896
C  9.5300  6.8384  3.8866
C  7.0353  6.8054  4.3233
O  6.8225  8.0369  4.5927
H  7.0557  4.3736  3.4442
H  8.1184  4.2387  4.7802
H  8.9081  4.3817  3.1153
H  9.5078  7.5489  3.0530
H  10.2713  6.1049  3.6842
H  9.7899  7.3974  4.8005
H  6.1518  6.1100  4.4162

Forces on the atoms, in the same order (eV/Å):
Au 0.066 0.683 0.581
O 0.295 0.928 -0.658
As -2.408 -1.898 0.136
O -1.309 -0.790 0.088
O 2.821 1.703 0.533
C 1.728 1.927 -0.861
C -0.169 -0.889 0.112
C -1.849 -0.224 -0.151
C 1.612 3.255 -0.108
C 0.758 -2.956 -0.985
C -2.659 -2.149 -0.572
S 0.168 -0.982 -0.880
O 1.491 -0.318 0.234
O -0.655 0.151 0.814
O -1.056 1.058 0.404
H 0.054 -0.549 -0.045
H 0.624 0.467 -0.059
H -0.056 0.045 0.803
H 0.870 -0.080 -0.586
H -0.293 -0.468 0.807
Se -0.198 -0.568 -0.031
C 3.056 -0.734 -1.624
N -3.022 2.590 2.477
C -2.007 -1.534 -1.503
N 0.034 -0.547 0.059
C -1.357 1.272 0.313
C -0.609 1.326 0.598
O 0.720 -1.907 -1.165
H 2.277 1.250 0.272
H 0.849 -0.018 0.369
H -0.928 0.495 0.964
H 0.120 -0.046 0.132
H 0.346 -0.819 -0.046
H -0.234 -0.269 -0.324
H 0.921 0.594 -0.097

Want to see where the charge sits? The natural (NBO) charges in e are: Au 0.653; O -1.028; As 2.369; O -1.069; O -1.161; C -0.490; C -0.177; C -0.232; C -0.195; C -0.381; C 0.238; S 2.444; O -0.807; O -0.824; O -0.816; H 0.486; H 0.227; H 0.225; H 0.211; H 0.245; Se 0.368; C -0.026; N -0.387; C -0.420; N -0.397; C -0.432; C 0.553; O -0.680; H 0.215; H 0.211; H 0.229; H 0.235; H 0.218; H 0.243; H 0.156